--- one ---
Below is 2 unconnected molecules or ions with the total composition C4H13NSi2, with properties calculated with ωB97M-V/def2-TZVPD.

Summary:
Lowest unoccupied orbital energy = -0.170 eV
Multiplicity = 1

Last column: natural (NBO) charge in e.
Cartesian coordinates (Å):
C1 -2.55262 0.20997 0.30614  -0.42
C2 -2.25419 -0.28709 -1.08088  -0.22
C3 -1.53236 -0.41509 1.25267  -0.91
C4 3.22659 0.95066 -0.07997  -1.11
N1 -0.82801 -0.51229 -1.17753  -1.08
Si1 0.05658 -0.40140 0.29191  1.35
Si2 2.28456 -0.66430 -0.09517  0.64
H1 -2.26592 1.26248 0.32841  0.21
H2 -3.61331 0.20325 0.54332  0.23
H3 -2.90438 -1.20631 -1.34891  0.18
H4 -2.69817 0.25405 -2.01862  0.20
H5 -1.53333 0.17318 2.17493  0.27
H6 -1.92540 -1.34369 1.62979  0.24
H7 3.12003 1.66160 -1.03529  0.25
H8 2.86721 1.51992 0.79605  0.29
H9 4.29020 0.70052 0.14891  0.25
H10 -0.39598 -0.72768 -2.17466  0.43
H11 1.20486 1.65380 1.80192  -0.51
H12 2.69426 -1.57405 1.03220  -0.13
H13 2.75937 -1.45755 -1.29524  -0.14

--- two ---
Below is a molecular structure, C4H13NSi2, with properties calculated with ωB97M-V/def2-TZVPD.

Summary:
Lowest unoccupied orbital energy = 0.882 eV
Multiplicity = 1

Last column: natural (NBO) charge in e.
Cartesian coordinates (Å):
C1 1.56105 -0.76803 -0.68734  -1.21
C2 -0.73730 0.93475 -0.88590  -1.40
C3 -1.17531 -0.64379 1.75811  -1.10
C4 0.97248 1.64542 2.20779  -1.07
N1 -0.55990 -1.62255 -2.47632  -1.32
Si1 0.31239 -0.24609 -2.05354  1.56
Si2 0.06330 0.53985 0.79031  1.54
H1 1.63261 -1.82108 -0.41576  0.22
H2 2.51732 -0.21469 -0.56195  0.23
H3 -0.72348 1.89051 -1.32386  0.25
H4 -1.85149 0.71045 -0.94104  0.26
H5 -1.66282 -1.29168 0.96060  0.23
H6 -0.71864 -1.16455 2.58289  0.23
H7 -2.01707 -0.07396 2.16212  0.23
H8 0.51552 1.46595 3.21167  0.25
H9 2.06266 1.37213 2.14216  0.25
H10 0.82929 2.65436 1.80127  0.23
H11 -1.39198 -1.64328 -3.06928  0.40
H12 -0.43192 -2.42011 -1.91701  0.40
H13 0.80331 0.69640 -3.28489  -0.20

Verdict on stability: two comes out on top.

--- one ---
Below is a molecular structure, C30H42Cl4KN3O6SSeSi2, with properties calculated with ωB97M-V/def2-TZVPD.

Summary:
Lowest unoccupied orbital energy = 3.561 eV
Multiplicity = 1
Charge = -2

Last column: Löwdin charge in e.
Cartesian coordinates (Å):
K1 -0.68573 -1.20578 2.72160  0.58
O1 1.02542 0.72731 6.33538  -0.35
Cl1 0.10350 0.01134 5.49535  0.61
O2 -1.05906 -0.39159 6.23111  -0.33
O3 -0.30144 0.85254 4.38264  -0.44
O4 0.75781 -1.16036 4.93817  -0.44
C1 -0.16351 -0.23682 -1.89368  -0.20
Si1 -1.88483 0.55591 -2.21372  0.74
C2 -2.33556 1.68413 -0.76484  -0.23
N1 -2.86684 0.89706 0.34956  -0.19
C3 -2.51478 1.45320 1.65486  -0.22
C4 -3.17185 2.80532 1.94081  -0.16
C5 -4.64185 2.79489 1.47490  -0.19
C6 -5.13584 1.35975 1.31839  -0.19
C7 -4.31918 0.63115 0.24828  -0.19
C8 -1.62162 1.55145 -3.78482  -0.24
C9 -1.18993 2.87807 -3.71565  -0.09
C10 -0.92525 3.60836 -4.86669  -0.09
C11 -1.08943 3.02116 -6.11303  -0.10
C12 -1.51832 1.70371 -6.20358  -0.09
C13 -1.78156 0.97878 -5.04937  -0.10
C14 -3.19777 -0.74715 -2.46638  -0.25
C15 -3.16040 -1.95054 -1.75641  -0.09
C16 -4.23020 -2.83442 -1.79788  -0.08
C17 -5.34752 -2.53474 -2.56259  -0.09
C18 -5.39439 -1.35247 -3.29100  -0.10
C19 -4.32776 -0.46699 -3.24076  -0.12
H1 0.54043 0.59404 -1.77075  0.10
H2 0.13168 -0.88346 -2.71876  0.09
H3 -2.98781 2.52433 -1.05393  0.09
H4 -1.38391 2.13303 -0.45469  0.09
H5 -1.43091 1.54523 1.72501  0.11
H6 -2.83921 0.73702 2.41746  0.09
H7 -2.61652 3.60189 1.43934  0.10
H8 -3.09831 3.00313 3.01225  0.11
H9 -4.73440 3.30885 0.51153  0.10
H10 -5.26990 3.34445 2.17942  0.10
H11 -6.19031 1.33008 1.03165  0.11
H12 -5.06163 0.83251 2.27157  0.07
H13 -4.66106 0.96322 -0.73649  0.11
H14 -4.50720 -0.44461 0.30494  0.08
H15 -1.05283 3.35255 -2.74931  0.10
H16 -0.58657 4.63421 -4.78939  0.10
H17 -0.87958 3.58713 -7.01238  0.09
H18 -1.64413 1.23839 -7.17351  0.10
H19 -2.11540 -0.04944 -5.13228  0.10
H20 -2.30461 -2.19329 -1.13803  0.09
H21 -4.19710 -3.74218 -1.20924  0.10
H22 -6.18668 -3.21935 -2.58398  0.10
H23 -6.26748 -1.11675 -3.88804  0.09
H24 -4.38431 0.46366 -3.79680  0.10
C20 5.39422 1.37396 0.01579  -0.12
C21 4.29481 0.32309 -0.07842  -0.31
C22 3.89074 -0.24518 1.27880  -0.34
S1 2.65735 0.81642 2.12751  0.91
O5 2.74361 2.18658 1.52903  -0.54
C23 3.42733 0.86872 3.76426  -0.35
C24 4.72395 1.66565 3.85189  -0.28
C25 4.49309 3.16833 3.99493  -0.11
H25 5.67886 1.73226 -0.97630  0.06
H26 6.29027 0.95129 0.48143  0.07
H27 5.06405 2.22863 0.60729  0.05
H28 4.60231 -0.51949 -0.70019  0.06
H29 3.41568 0.74775 -0.56860  0.10
H30 4.77008 -0.38676 1.91014  0.08
H31 3.40182 -1.21339 1.14486  0.05
H32 3.54992 -0.18218 4.03946  0.10
H33 2.66023 1.26545 4.43291  0.07
H34 5.34020 1.47128 2.96970  0.08
H35 5.29616 1.29676 4.70755  0.10
H36 3.94543 3.54803 3.13444  0.06
H37 5.44105 3.70588 4.07767  0.06
H38 3.90599 3.38046 4.89145  0.07
Se1 2.82467 -2.92042 -1.45969  0.41
C26 4.21772 -4.17751 -1.37686  -0.79
C27 4.10353 -5.39124 -0.67703  -0.16
C28 5.15754 -6.28553 -0.64975  -0.20
N2 6.33609 -6.09888 -1.25491  0.00
C29 6.44969 -4.94491 -1.91808  -0.21
C30 5.45842 -3.98340 -2.00740  -0.16
H39 3.18294 -5.62294 -0.15731  0.08
H40 5.04956 -7.21896 -0.10271  0.09
H41 7.40251 -4.77449 -2.41484  0.08
H42 5.63940 -3.07610 -2.57002  0.08
O6 -0.07839 -0.34514 0.32354  -0.15
N3 -0.20332 -1.01395 -0.67089  -0.06
Cl2 -5.31722 -4.37756 2.54269  -0.05
Si2 -3.83464 -2.83337 2.29706  -0.40
Cl3 -4.45811 -1.44966 3.90258  -0.01
Cl4 -2.21191 -3.84737 3.50177  -0.07

--- two ---
Below is a molecular structure, C30H42Cl4KN3O6SSeSi2, with properties calculated with ωB97M-V/def2-TZVPD.

Summary:
Lowest unoccupied orbital energy = 3.574 eV
Multiplicity = 1
Charge = -2

Last column: Löwdin charge in e.
Cartesian coordinates (Å):
K1 0.75600 -2.59868 -0.87799  0.59
O1 3.78761 -1.46000 -3.70399  -0.34
Cl1 2.70050 -2.24217 -3.19816  0.62
O2 2.41021 -3.34035 -4.06022  -0.32
O3 3.04101 -2.74002 -1.86880  -0.47
O4 1.51915 -1.40120 -3.05336  -0.44
C1 -1.24711 0.73051 1.28030  -0.18
Si1 -2.78359 1.59636 0.58737  0.74
C2 -2.22339 2.35824 -1.04753  -0.22
N1 -1.44859 1.32891 -1.70523  -0.23
C3 -0.24885 1.75346 -2.40129  -0.19
C4 -0.55362 2.36389 -3.77045  -0.17
C5 -1.64777 1.54516 -4.48401  -0.19
C6 -1.77584 0.15999 -3.86331  -0.17
C7 -2.19240 0.28900 -2.40026  -0.19
C8 -4.20165 0.39422 0.34031  -0.25
C9 -4.04274 -0.99158 0.33920  -0.09
C10 -5.11130 -1.83675 0.07238  -0.11
C11 -6.36209 -1.30158 -0.18947  -0.09
C12 -6.54729 0.07647 -0.18350  -0.10
C13 -5.47498 0.91459 0.08082  -0.11
C14 -3.33914 2.92872 1.80339  -0.24
C15 -3.21464 4.28828 1.52129  -0.10
C16 -3.64871 5.25614 2.41788  -0.10
C17 -4.21396 4.87631 3.62411  -0.11
C18 -4.34638 3.52745 3.92687  -0.09
C19 -3.91810 2.56977 3.02160  -0.09
H1 -1.50755 -0.00078 2.04743  0.10
H2 -0.58217 1.48761 1.69963  0.09
H3 -1.55342 3.19355 -0.82030  0.09
H4 -3.04619 2.75998 -1.65720  0.09
H5 0.40059 0.88479 -2.50900  0.11
H6 0.29723 2.44936 -1.75927  0.12
H7 0.36547 2.37981 -4.36113  0.11
H8 -0.87037 3.40591 -3.65704  0.10
H9 -1.43553 1.47147 -5.55244  0.10
H10 -2.61437 2.05565 -4.39469  0.10
H11 -0.83180 -0.38220 -3.94448  0.11
H12 -2.51971 -0.44684 -4.38116  0.11
H13 -2.07117 -0.67739 -1.89124  0.08
H14 -3.26121 0.52818 -2.35158  0.12
H15 -3.06999 -1.43326 0.51580  0.09
H16 -4.94213 -2.90646 0.04830  0.03
H17 -7.19397 -1.95994 -0.40891  0.10
H18 -7.52529 0.49527 -0.39015  0.09
H19 -5.63426 1.98915 0.08603  0.10
H20 -2.77026 4.60761 0.58542  0.09
H21 -3.54157 6.30632 2.17480  0.10
H22 -4.55132 5.62707 4.32801  0.09
H23 -4.78601 3.22265 4.86822  0.10
H24 -4.04370 1.52106 3.26746  0.11
C20 5.16337 3.20563 -0.83132  -0.12
C21 4.26782 2.31249 -1.67776  -0.29
C22 4.18266 0.88280 -1.15359  -0.34
S1 2.93581 0.72811 0.15722  0.90
O5 3.10882 1.87473 1.10591  -0.54
C23 3.60027 -0.75930 0.92427  -0.38
C24 4.84626 -0.54852 1.78006  -0.28
C25 4.50086 -0.15413 3.20997  -0.11
H25 5.19795 4.22056 -1.23372  0.06
H26 6.18524 2.81790 -0.81839  0.07
H27 4.80156 3.24366 0.19455  0.06
H28 4.64328 2.27126 -2.70465  0.10
H29 3.26151 2.73806 -1.74017  0.10
H30 5.15349 0.52782 -0.80048  0.09
H31 3.83885 0.20255 -1.93568  0.06
H32 3.77813 -1.43408 0.08182  0.07
H33 2.79646 -1.18468 1.53267  0.00
H34 5.50436 0.20113 1.32775  0.09
H35 5.40341 -1.49034 1.78290  0.10
H36 3.98657 0.80626 3.22497  0.06
H37 5.40436 -0.07804 3.81960  0.06
H38 3.84217 -0.90093 3.65600  0.05
Se1 1.29509 -2.86683 3.11047  0.44
C26 2.62307 -4.20061 3.02172  -0.76
C27 2.79227 -5.16150 4.02878  -0.16
C28 3.79804 -6.10195 3.94010  -0.21
N2 4.67216 -6.19284 2.93426  0.01
C29 4.50923 -5.28839 1.96496  -0.19
C30 3.53583 -4.30835 1.96069  -0.14
H39 2.12746 -5.16151 4.88412  0.08
H40 3.90916 -6.83613 4.73534  0.08
H41 5.20145 -5.34769 1.12912  0.09
H42 3.48117 -3.62375 1.12273  0.07
O6 -0.87737 -1.07812 0.00014  -0.24
N3 -0.51375 0.06719 0.20008  -0.06
Cl2 -2.48123 -6.36119 -2.65636  -0.07
Si2 -2.06308 -4.49677 -1.61812  -0.41
Cl3 -3.21261 -4.90402 0.20961  -0.02
Cl4 -3.58373 -3.24416 -2.62003  -0.02

Verdict on stability: one comes out on top.

--- one ---
Below is C7H7N5 in the gas phase, with properties calculated with ωB97M-V/def2-TZVPD.

Summary:
Lowest unoccupied orbital energy = -0.227 eV
Multiplicity = 1

Last column: natural (NBO) charge in e.
Cartesian coordinates (Å):
C1 -2.12770 -0.03583 -0.83907  0.22
C2 0.78857 -0.91985 -0.96591  -0.41
C3 0.27882 0.41534 -1.43184  -0.41
C4 1.38123 -0.83637 0.48881  -0.41
C5 -1.07740 0.85911 -0.92905  -0.28
C6 0.32690 -0.32647 1.44875  0.01
C7 -0.41692 0.91393 1.09316  0.16
N1 -3.12051 -0.58364 -0.96169  -0.30
N2 0.32990 -0.71846 2.78050  -0.06
N3 -0.31508 -1.47654 2.06067  -0.01
N4 -0.11442 2.22459 1.50264  -0.06
N5 -1.22141 1.82301 1.82126  -0.03
H1 0.01202 -1.67284 -0.96354  0.22
H2 1.60209 -1.32256 -1.65669  0.23
H3 0.88474 1.16552 -1.09342  0.21
H4 0.16123 0.48949 -2.53713  0.22
H5 1.82249 -1.81229 0.86938  0.24
H6 2.23101 -0.01335 0.54956  0.21
H7 -1.42556 1.82719 -1.23641  0.25

--- two ---
Below is a molecular structure, C7H7N5, with properties calculated with ωB97M-V/def2-TZVPD.

Summary:
Lowest unoccupied orbital energy = -0.788 eV
Multiplicity = 1

Last column: natural (NBO) charge in e.
Cartesian coordinates (Å):
C1 -1.07904 -1.24945 0.55831  0.56
C2 -2.89227 -2.68611 1.18457  0.40
C3 0.31945 0.59291 -0.31393  0.08
C4 1.63574 0.08794 -0.34188  -0.19
C5 2.59828 1.17936 -0.48142  -0.25
C6 2.34682 2.44774 -0.92015  -0.05
C7 0.13651 1.86059 -0.78297  0.03
H1 -0.16124 -3.02877 1.10740  0.38
H2 -3.18445 -0.51858 1.18741  0.42
H3 -1.77266 0.42049 -0.27308  0.39
H4 2.00328 -0.99551 -0.16356  0.27
H5 3.66943 0.75700 -0.32494  0.22
H6 2.90837 3.46509 -1.00560  0.24
H7 -0.95882 2.18532 -1.17505  0.17
N1 -0.05985 -1.94601 0.90040  -0.74
N2 -2.46061 -1.49795 0.58246  -0.66
N3 -3.22096 -3.73529 1.50455  -0.32
N4 -0.82017 -0.08290 -0.10912  -0.56
N5 0.99219 2.74413 -1.13340  -0.40

Verdict on stability: two comes out on top.

--- one ---
Below is C2H4ClNOS in the gas phase, with properties calculated with ωB97M-V/def2-TZVPD.

Summary:
SMILES string = ONC(=S)CCl
Lowest unoccupied orbital energy = 0.409 eV
Multiplicity = 1

Last column: natural (NBO) charge in e.
Cartesian coordinates (Å):
C1 0.91593 -0.15200 -0.01351  0.06
C2 -0.41023 -0.89133 0.69310  -0.47
H1 -1.19820 1.25176 -0.71783  0.47
H2 1.31355 1.60703 -1.20248  0.41
H3 -0.92423 -0.30960 1.48024  0.24
H4 -0.30924 -1.94316 1.22981  0.25
N1 0.52352 1.07325 -0.43197  -0.33
O1 -0.71114 1.59886 -0.07497  -0.50
S1 2.30380 -0.94098 -0.34889  -0.09
Cl1 -1.50378 -1.29382 -0.61349  -0.04

--- two ---
Below is 2 unconnected molecules or ions with the total composition C2H4ClNOS, with properties calculated with ωB97M-V/def2-TZVPD.

Summary:
Lowest unoccupied orbital energy (spin up / spin down) = -0.600 / -2.137 eV
Multiplicity = 1

Last column: natural (NBO) charge in e.
Cartesian coordinates (Å):
C1 -1.07491 -1.07946 1.25181  0.52
C2 0.06173 -0.42501 -0.77394  -0.13
N1 -0.97513 -0.40719 0.04911  -0.62
O1 -0.24057 -1.70273 1.79887  -0.52
S1 1.47449 2.32112 -0.44177  -0.13
Cl1 3.19605 2.53545 -1.45018  -0.15
H1 -2.01665 -0.91756 1.88409  0.12
H2 1.04678 -1.06689 -0.65209  0.24
H3 0.17277 0.33836 -1.60801  0.24
H4 -1.64456 0.40392 -0.05789  0.42

Verdict on stability: two comes out on top.